# 1
11
Properties=species:S:1:pos:R:3:forces:R:3:nbo_charge:R:1 method="wB97M-V/def2-TZVPD" energy_ev=-5724.49551 lumo_ev=0.95 relative_energy_kcal_mol=17.2 mol_weight_g_mol=61.1 smiles="NC=O.C"
N 1.344056 0.077578 -2.372972 -0.07 -1.03 1.18 -0.8819
C 0.202302 0.602690 -1.761370 -0.11 1.47 -2.02 0.5495
O -0.829061 0.051210 -1.487243 0.73 -0.23 0.85 -0.5396
H 1.446057 0.345485 -3.344052 0.23 0.01 0.24 0.3990
H 1.461446 -0.904919 -2.150494 -0.09 -0.09 -0.76 0.3832
H 0.357585 1.706967 -1.771160 -0.69 -0.13 0.53 0.0902
C -0.767569 -0.408925 2.580621 -0.74 0.97 -0.07 -0.8669
H 0.130003 -0.865283 2.177862 -0.02 -0.66 0.70 0.2170
H -0.510310 0.505861 3.123209 0.12 0.23 -0.64 0.2096
H -1.397515 -0.233436 1.706646 0.06 0.54 0.07 0.2222
H -1.436993 -0.877229 3.298954 0.59 -1.08 -0.07 0.2177

---

# 2
13
Properties=species:S:1:pos:R:3:forces:R:3:nbo_charge:R:1 method="wB97M-V/def2-TZVPD" energy_ev=-17589.17936 lumo_ev=-0.42 relative_energy_kcal_mol=201.8 mol_weight_g_mol=105.2
C 1.984583 -0.165577 0.310700 2.82 1.64 2.71 -0.8935
C -0.724367 -0.154167 -0.338025 1.17 -2.01 0.68 0.1399
C -1.975449 -0.897043 -0.059992 -1.66 -1.52 -0.15 -0.6862
H 1.724236 -0.674659 1.644631 1.30 2.12 -4.06 0.2175
H 1.687601 1.096244 0.056077 1.14 -4.31 1.35 0.3153
H 3.370654 -0.300016 -0.016691 -4.69 0.04 1.08 0.2540
H -1.904909 -1.664693 0.808743 -0.23 1.75 -1.13 0.2431
H -2.812429 -0.104402 -0.057022 1.17 -1.45 0.75 0.2487
H -2.268758 -1.552062 -0.922780 0.53 0.52 0.45 0.2367
H 0.500434 2.782245 0.136318 -0.56 -4.29 -3.93 0.4557
N -0.840763 1.077728 -0.096861 2.28 1.05 -2.09 -0.1830
O 0.349926 1.682543 -0.762268 -1.09 5.56 4.80 -0.5651
S 0.909239 -1.126141 -0.702835 -2.18 0.92 -0.44 0.2168

---

# 3
49
Properties=species:S:1:pos:R:3:forces:R:3:nbo_charge:R:1 method="wB97M-V/def2-TZVPD" energy_ev=-40956.75941 lumo_ev=0.59 relative_energy_kcal_mol=52.0 mol_weight_g_mol=364.5 smiles="CCOc1ccc(NC(=O)CSc2nnc(C)n2CCCOC)cc1"
C -3.850387 -2.996238 5.823248 0.22 0.28 -0.29 -0.6166
C -2.820350 -2.293759 4.952290 0.08 -0.26 0.18 -0.0607
O -3.468780 -1.220195 4.303004 -0.16 0.05 0.01 -0.5007
C -2.745749 -0.416908 3.473608 0.01 0.22 -0.18 0.2737
C -3.444932 0.637045 2.883331 0.13 -0.31 0.20 -0.2404
C -2.817766 1.517761 2.029603 -0.03 0.07 -0.05 -0.2158
C -1.462990 1.362085 1.743587 -0.21 -0.19 0.16 0.1195
N -0.748777 2.218010 0.898720 0.29 -0.07 0.10 -0.6289
C -1.203768 3.263964 0.181293 0.46 0.08 -0.09 0.6616
O -2.343915 3.675218 0.136622 -0.33 0.14 -0.04 -0.6160
C -0.089309 3.951908 -0.612851 0.04 -0.18 -0.18 -0.6019
S 0.375261 3.037564 -2.120646 -0.23 0.24 -0.14 0.2739
C 1.514107 1.900224 -1.467297 0.07 0.03 0.10 0.1819
N 1.733869 1.652029 -0.201292 -0.44 0.56 -0.38 -0.3727
N 2.702308 0.719708 -0.130576 0.80 -0.74 0.25 -0.2853
C 3.064308 0.410237 -1.340784 -0.06 0.02 -0.02 0.3451
C 4.118168 -0.558941 -1.708018 0.06 -0.01 -0.08 -0.6720
N 2.337160 1.141736 -2.247543 -0.11 0.16 0.84 -0.3742
C 2.358972 1.084238 -3.683291 -0.21 -0.06 -0.62 -0.2197
C 1.125780 0.371932 -4.248248 0.27 -0.38 0.22 -0.4274
C 0.985936 -1.056280 -3.730907 -0.21 0.16 -0.02 -0.0670
O 2.125905 -1.802624 -4.099882 0.05 0.35 -0.18 -0.5570
C 2.016225 -3.165630 -3.777568 -0.01 -0.11 0.06 -0.2491
C -0.764210 0.310483 2.326813 -0.12 0.23 -0.14 -0.2288
C -1.394251 -0.573532 3.183892 -0.18 -0.21 0.21 -0.2549
H -4.667765 -3.361882 5.207860 -0.08 -0.07 -0.03 0.2132
H -4.252925 -2.300244 6.553965 -0.04 0.03 0.10 0.2138
H -3.389801 -3.832729 6.341227 0.03 -0.09 0.06 0.2105
H -2.411389 -2.994263 4.209953 0.02 0.12 0.07 0.1678
H -1.993654 -1.917970 5.571905 -0.04 -0.03 -0.13 0.1694
H -4.492455 0.747487 3.114365 -0.13 0.02 0.02 0.2220
H -3.368318 2.327594 1.581274 -0.01 0.02 -0.02 0.2529
H 0.241291 1.971217 0.775539 -0.22 0.20 -0.05 0.4423
H 0.815288 4.076850 -0.019756 -0.01 0.08 0.01 0.2505
H -0.455040 4.913563 -0.971622 0.01 -0.10 0.09 0.2572
H 4.996017 -0.034693 -2.086152 0.09 -0.04 -0.03 0.2274
H 4.399914 -1.119187 -0.821856 0.01 0.00 0.03 0.2502
H 3.761468 -1.237539 -2.480197 0.05 -0.08 -0.03 0.2421
H 3.259907 0.550398 -3.987845 -0.03 0.14 0.03 0.2307
H 2.390829 2.107665 -4.069853 0.15 -0.11 0.01 0.2213
H 1.220029 0.348497 -5.333574 -0.07 0.04 -0.06 0.2225
H 0.225419 0.928840 -3.985882 -0.05 -0.01 -0.06 0.2240
H 0.082458 -1.512417 -4.161599 0.07 0.03 0.07 0.1794
H 0.871938 -1.063292 -2.634578 -0.02 -0.01 -0.09 0.1703
H 1.886609 -3.310163 -2.697626 0.02 -0.02 -0.02 0.1694
H 2.941440 -3.638574 -4.100735 -0.04 -0.08 0.04 0.1965
H 1.168824 -3.628019 -4.297000 0.03 0.00 0.02 0.1719
H 0.286365 0.184902 2.106609 0.13 -0.02 -0.02 0.2172
H -0.819261 -1.376075 3.618471 0.02 -0.07 0.05 0.2110

---

# 4
66
Properties=species:S:1:pos:R:3:forces:R:3:mulliken_spin:R:1 method="wB97M-V/def2-TZVPD" multiplicity=9 charge=+2 energy_ev=-88407.28828 lumo_ev="-7.24 / -7.10" mol_weight_g_mol=442.5
Cr 2.616017 -1.144286 0.892616 -0.68 0.74 0.45 4.0764
Cr 0.795550 -0.657610 3.568213 0.32 -0.25 -2.25 4.1698
C -1.162179 0.290397 0.046483 -0.49 -0.92 0.42 -0.0241
C -0.030610 0.838548 0.880749 0.15 0.22 0.54 0.0388
O 0.747374 -0.184874 1.495375 0.04 -0.30 1.65 -0.1738
H -1.924778 -0.148107 0.702494 -0.23 0.55 0.05 0.0100
H -0.922655 -0.613046 -0.522778 0.65 0.44 -0.39 0.0029
H -1.596872 1.039495 -0.611540 -0.11 -0.02 0.05 0.0021
H -0.419767 1.452096 1.700262 -0.25 0.16 -0.35 -0.0109
H 0.598884 1.527523 0.303261 0.19 -0.27 -0.07 -0.0030
O 2.321918 -1.868739 2.907115 -0.92 0.86 -0.55 -0.0384
H 1.990381 -2.764590 2.757224 0.13 -0.05 0.32 0.0085
C -1.337268 2.691829 3.899926 0.66 -0.87 -1.01 0.0095
C -1.794874 1.244940 3.967595 -1.17 1.19 0.87 0.0061
O -0.754310 0.408329 4.571576 0.15 -0.47 -0.56 0.0016
H -2.016977 3.237302 3.247251 -0.14 0.24 0.33 0.0010
H -0.371390 2.697416 3.382730 0.05 0.30 0.16 -0.0008
H -1.219598 3.130681 4.884599 -0.17 0.14 -0.01 0.0007
H -2.194365 0.837061 3.041485 0.71 -0.25 -0.20 -0.0150
H -2.656407 1.240412 4.640451 0.10 -0.40 0.10 0.0024
H -1.021916 0.269833 5.487382 0.25 -0.15 0.07 0.0031
C -4.821331 -0.988934 1.080917 -0.53 0.14 0.57 0.0004
C -5.674484 0.251795 1.276255 -1.05 -0.11 -0.36 0.0001
O -6.602084 0.392399 0.199318 0.43 0.23 -0.05 0.0000
H -5.448086 -1.884030 1.064732 -0.07 0.05 0.05 0.0000
H -4.184947 -1.082513 1.966979 0.46 -0.16 -0.37 -0.0005
H -4.322633 -0.947068 0.114289 0.42 0.07 0.20 0.0001
H -5.088463 1.171100 1.319911 0.09 -0.04 -0.23 0.0000
H -6.272686 0.229233 2.194764 0.37 -0.25 0.22 0.0000
H -7.103023 -0.427265 0.139016 -0.10 0.06 -0.02 0.0000
C -2.163953 -0.203087 -3.776256 0.77 0.62 0.50 -0.0001
C -0.876311 0.523701 -4.163720 -0.81 0.99 0.03 0.0002
O -1.087854 1.726944 -4.900913 0.04 -0.32 -0.27 0.0000
H -1.805448 -1.115914 -3.292562 -0.58 -0.35 -0.24 0.0002
H -2.811033 -0.338291 -4.637148 0.07 -0.41 -0.02 0.0000
H -2.713778 0.364289 -3.021171 -0.06 0.03 -0.06 0.0001
H -0.288544 -0.135631 -4.798979 0.29 0.16 0.08 0.0000
H -0.346241 0.856091 -3.259543 0.32 -0.74 0.07 0.0003
H -1.473841 2.384719 -4.315432 -0.10 0.00 -0.06 0.0000
C 5.433676 1.330788 0.401477 0.81 -0.26 0.24 0.0190
C 4.345956 1.664424 1.395582 0.08 -0.02 -0.83 -0.0030
O 3.714110 0.440668 1.881282 0.15 -0.12 -0.05 0.0211
H 5.689378 2.213907 -0.182654 -0.12 -0.04 -0.10 0.0007
H 5.238690 0.490232 -0.261295 -0.44 0.22 -0.13 0.0006
H 6.353867 1.026517 0.905699 -0.09 0.14 0.19 0.0004
H 3.565381 2.278832 0.944279 0.01 0.02 0.02 -0.0016
H 4.813259 2.215224 2.209970 -0.30 -0.16 0.28 0.0005
H 3.277833 0.658756 2.709670 0.08 -0.11 0.10 0.0110
C 2.592375 -0.081870 -3.473841 1.68 0.30 -0.40 0.0006
C 2.517371 0.533534 -2.102145 -1.52 0.16 -0.13 -0.0087
O 3.011942 -0.338292 -1.054200 0.61 -0.47 0.43 -0.1389
H 2.271691 -1.111720 -3.589762 -0.41 0.09 0.23 -0.0004
H 3.654802 -0.057640 -3.758110 -0.04 -0.26 -0.05 0.0002
H 2.152737 0.573083 -4.224941 -0.42 -0.07 0.17 -0.0010
H 1.479811 0.718597 -1.817494 0.03 -0.03 0.07 0.0066
H 3.020587 1.500815 -2.100154 0.27 -0.14 0.25 0.0033
H 3.892012 -0.652624 -1.299604 -0.02 0.09 -0.29 0.0104
C 0.532695 -2.858632 -2.150106 -0.39 0.34 0.53 -0.0002
C 0.434668 -3.197939 -0.672927 0.34 -0.65 -1.03 -0.0015
O 1.666113 -2.812907 0.008744 0.50 0.47 0.84 0.0112
H -0.334519 -3.287853 -2.653230 0.13 -0.10 -0.14 0.0003
H 1.459001 -3.225891 -2.585131 -0.06 -0.09 -0.10 0.0005
H 0.461407 -1.775110 -2.267072 0.16 -0.01 -0.15 0.0046
H 0.357179 -4.277012 -0.549702 -0.21 0.03 0.15 0.0021
H -0.432817 -2.710484 -0.239595 0.28 0.10 0.48 -0.0055
H 2.269379 -3.559554 0.092329 -0.31 -0.30 -0.30 0.0004

---

# 5
30
Properties=species:S:1:pos:R:3:forces:R:3:mulliken_spin:R:1 method="wB97M-V/def2-TZVPD" multiplicity=7 charge=+1 energy_ev=-184055.65970 lumo_ev="-3.38 / -7.82" mol_weight_g_mol=353.0
Mn -21.669980 12.799210 11.773770 0.57 0.40 1.39 4.8442
Br -21.691370 9.973410 12.185510 -0.25 0.60 0.14 0.8673
Br -22.964380 13.437360 14.009680 0.61 -0.80 -1.28 0.2360
C -21.281200 16.791170 12.849040 0.00 -0.04 -0.54 0.0044
C -20.549010 15.952060 11.778930 1.67 1.45 2.13 0.0090
O -21.349910 14.947350 11.244840 -0.99 -1.23 -1.10 0.0021
H -20.661110 17.571420 13.290390 0.24 0.03 -0.38 0.0009
H -21.645430 16.220300 13.703170 -0.01 -0.39 -0.30 -0.0013
H -22.132990 17.269700 12.365740 -0.12 0.13 0.17 -0.0009
H -19.667910 15.483640 12.217500 -0.14 -0.29 0.17 -0.0018
H -20.112380 16.557320 10.984500 -0.40 0.26 -0.17 0.0011
H -21.868450 15.368760 10.555550 -0.43 -0.17 -0.12 0.0017
C -20.120990 13.727550 8.244540 0.50 0.83 -0.61 -0.0008
C -19.416040 13.157460 9.413270 0.16 1.19 -0.34 -0.0010
O -20.330780 12.311440 10.054440 -0.61 -1.53 1.30 0.0237
H -20.932470 14.380790 8.565270 -0.05 -0.06 -0.21 0.0011
H -20.490020 12.930120 7.599530 -0.01 0.18 -0.15 0.0005
H -19.352240 14.314310 7.741700 -0.39 0.21 -0.57 -0.0004
H -19.181750 13.943940 10.130670 0.37 -0.10 -0.04 0.0008
H -18.522900 12.647070 9.052880 0.08 -0.27 0.54 0.0032
H -20.269180 11.460530 9.614260 -0.38 -0.36 0.14 0.0017
C -18.903520 11.963420 14.871090 0.51 -0.46 -0.25 -0.0040
C -19.209540 13.207720 14.089800 0.68 1.07 1.79 0.0062
O -19.626460 12.924070 12.765950 -0.80 0.02 -0.64 -0.0032
H -19.825620 11.436130 15.115580 0.16 -0.13 0.03 0.0006
H -18.307150 12.137040 15.766800 -0.39 0.38 0.17 -0.0002
H -18.235170 11.337770 14.279510 -0.19 -0.37 -0.17 0.0008
H -18.353260 13.877910 14.014110 0.35 -0.15 -0.01 0.0009
H -19.918750 13.808030 14.659670 -0.63 -0.14 -0.65 0.0011
H -18.812840 12.696090 12.310270 -0.12 -0.26 -0.42 0.0063

---

# 6
18
Properties=species:S:1:pos:R:3:forces:R:3:nbo_charge:R:1 method="wB97M-V/def2-TZVPD" energy_ev=-9361.93602 lumo_ev=1.08 relative_energy_kcal_mol=57.7 mol_weight_g_mol=110.2 smiles="CC1=NC[C@H]2CCN12"
C -0.645317 1.383645 -2.068171 1.06 -0.52 0.15 -0.6674
C -0.476257 0.484132 -0.862144 -2.16 -3.15 0.12 0.4425
N -1.259300 -0.590512 -0.668003 -0.57 3.36 -2.02 -0.4902
C -1.228244 -1.003584 0.691378 -1.18 -0.94 1.56 -0.2598
C -0.050104 -0.243722 1.221457 1.00 -0.67 1.57 -0.0636
C 1.314218 -0.945119 1.200119 -0.50 -2.15 0.26 -0.4276
C 1.796523 0.215209 0.348051 0.80 2.17 -0.21 -0.2043
N 0.369290 0.715115 0.193934 0.56 0.99 1.20 -0.4659
H -1.117750 2.390956 -1.796755 1.17 -1.40 -0.39 0.2456
H -1.290142 0.840304 -2.738742 -0.52 0.01 -0.15 0.2426
H 0.345495 1.368908 -2.603968 -0.84 1.01 0.52 0.2225
H -1.187987 -2.122195 0.728398 0.47 0.75 0.18 0.2022
H -2.166257 -0.790603 1.373161 1.22 0.04 -1.87 0.1903
H -0.184665 0.265089 2.172363 -0.33 0.00 0.13 0.1959
H 1.702369 -1.176675 2.236795 0.05 0.27 -1.44 0.2211
H 1.229174 -1.922582 0.535143 0.40 1.86 1.55 0.2081
H 2.451568 1.074400 0.825652 -1.15 -2.01 -0.94 0.2094
H 2.183352 -0.143194 -0.597713 0.53 0.38 -0.21 0.1985